(1)
# C14H29O3P

A single C14H29O3P molecule (ωB97M-V/def2-TZVPD, the OMol25 dataset).

Properties
2S+1 ... 1
F_max ... 0.53 eV/A
LUMO level ... 0.8015 eV
Structure (SMILES) ... COCCCP(CCCCOC=O)CCC(C)C
Orbital gap ... 9.105 eV
Total charge ... 0

Positions of all 47 atoms, in Å:
C: -1.434 -3.979 -0.117
O: -1.794 -3.055 0.886
C: -2.728 -2.063 0.519
C: -2.362 -0.723 1.159
C: -2.907 0.468 0.355
P: -1.753 1.321 -0.839
C: -0.973 2.629 0.240
C: 0.405 2.365 0.873
C: 0.300 1.807 2.293
C: 1.652 1.674 3.016
O: 2.782 1.664 2.118
C: 3.606 2.723 2.235
O: 4.791 2.628 2.287
C: -0.436 0.054 -1.100
C: 0.269 0.301 -2.438
C: 1.439 -0.649 -2.741
C: 2.463 -0.677 -1.599
C: 0.932 -2.068 -3.029
H: -1.991 -4.917 -0.016
H: -1.605 -3.576 -1.121
H: -0.369 -4.203 -0.016
H: -3.735 -2.356 0.846
H: -2.769 -1.957 -0.573
H: -2.797 -0.701 2.164
H: -1.281 -0.688 1.296
H: -3.751 0.136 -0.258
H: -3.300 1.245 1.015
H: -1.691 2.841 1.040
H: -0.919 3.543 -0.356
H: 1.024 1.713 0.260
H: 0.943 3.321 0.923
H: -0.327 2.483 2.882
H: -0.171 0.822 2.266
H: 1.710 0.735 3.569
H: 1.779 2.487 3.738
H: 3.086 3.694 2.232
H: 0.271 -0.025 -0.274
H: -0.961 -0.907 -1.144
H: -0.485 0.152 -3.221
H: 0.588 1.345 -2.533
H: 1.942 -0.270 -3.637
H: 3.395 -1.157 -1.906
H: 2.056 -1.214 -0.738
H: 2.690 0.341 -1.262
H: 0.711 -2.594 -2.096
H: 0.022 -2.051 -3.636
H: 1.681 -2.660 -3.563

Atomic partial charges in e from the Mulliken method, atoms 1 to 8: C -0.70; O -0.38; C -0.90; C -0.39; C -0.97; P -0.21; C -1.10; C -0.08

(2)
# C4H5NO

A single C4H5NO molecule (ωB97M-V/def2-TZVPD, the OMol25 dataset).

Properties
Energy relative to the best compared isomer or geometry (same formula, charge and spin) ... 33.65 kcal per mole
2S+1 ... 1
F_max ... 0.37 eV/A
LUMO level ... 0.9199 eV
Structure (SMILES) ... Cc1cnoc1
Orbital gap ... 10.587 eV
Total charge ... 0

Positions of all 11 atoms, in Å:
C: -1.512 -0.124 -0.002
C: -0.019 -0.016 0.024
C: 0.906 -0.997 0.165
O: 2.148 -0.500 0.079
N: 2.074 0.856 -0.120
C: 0.800 1.137 -0.151
H: -1.853 -1.013 0.536
H: -1.987 0.746 0.461
H: -1.880 -0.194 -1.032
H: 0.830 -2.063 0.329
H: 0.494 2.168 -0.289

Atomic partial charges in e from the Mulliken method, atoms 1 to 8: C -1.10; C 0.69; C -0.35; O -0.18; N -0.36; C -0.39; H 0.32; H 0.31

(3)
# C11H19Cl8F3INO2

A 5-piece molecular cluster, C11H19Cl8F3INO2 overall (ωB97M-V/def2-TZVPD, the OMol25 dataset).

Properties
Energy relative to the best compared isomer or geometry (same formula, charge and spin) ... 0.00 kcal per mole
2S+1 ... 1
F_max ... 0.81 eV/A
LUMO level ... 0.1761 eV
Structure (SMILES) ... C[C@H](I)CN(CCC(F)(F)F)C(=O)O.ClCCl.ClCCl.ClCCl.ClCCl
Orbital gap ... 9.917 eV
Total charge ... 0

Positions of all 45 atoms, in Å:
C: 4.107 3.246 0.391
C: 3.782 2.012 -0.441
I: 5.619 1.043 -0.970
C: 3.000 2.298 -1.742
N: 1.955 3.306 -1.540
C: 0.579 2.809 -1.610
C: 0.096 2.232 -0.258
C: -1.151 2.905 0.241
F: -2.206 2.721 -0.580
F: -0.986 4.238 0.366
F: -1.516 2.442 1.454
C: 2.144 4.491 -2.294
O: 2.759 4.590 -3.323
O: 1.494 5.554 -1.739
H: 4.657 2.949 1.286
H: 3.194 3.752 0.714
H: 4.735 3.938 -0.179
H: 3.219 1.292 0.155
H: 3.685 2.609 -2.530
H: 2.533 1.360 -2.057
H: -0.077 3.631 -1.903
H: 0.506 2.021 -2.367
H: -0.086 1.158 -0.305
H: 0.863 2.405 0.504
H: 1.622 5.515 -0.781
C: -4.548 1.443 2.938
Cl: -3.864 -0.183 2.773
Cl: -5.799 1.514 4.181
H: -3.747 2.118 3.210
H: -4.986 1.726 1.989
C: -2.957 -2.747 0.129
Cl: -2.848 -4.480 0.480
Cl: -1.362 -2.025 -0.100
H: -3.531 -2.617 -0.779
H: -3.445 -2.259 0.963
C: -0.424 -6.417 2.606
Cl: -0.312 -8.145 2.956
Cl: 1.163 -5.680 2.360
H: -1.003 -6.286 1.701
H: -0.906 -5.925 3.442
C: -1.320 -6.838 -1.886
Cl: -1.220 -8.558 -1.491
Cl: 0.274 -6.101 -2.085
H: -1.870 -6.727 -2.812
H: -1.819 -6.330 -1.070

Atomic partial charges in e from the Mulliken method, atoms 1 to 8: C -1.30; C -0.24; I 0.06; C -1.16; N 0.50; C -1.03; C -0.26; C 0.75

(4)
# H9NSi3

A 2-piece molecular cluster, H9NSi3 overall (ωB97M-V/def2-TZVPD, the OMol25 dataset).

Properties
Energy relative to the best compared isomer or geometry (same formula, charge and spin) ... 36.39 kcal per mole
2S+1 ... 1
F_max ... 2.37 eV/A
LUMO level ... -0.1385 eV
Orbital gap ... 7.736 eV
Total charge ... 0

Positions of all 13 atoms, in Å:
N: -0.611 1.742 -0.439
Si: 2.353 -0.184 0.149
Si: -2.296 -1.011 0.107
Si: -1.269 0.889 0.956
H: -0.083 2.635 -0.341
H: -0.241 1.158 -1.153
H: 3.734 -0.380 0.641
H: 2.126 1.284 0.137
H: 2.038 -0.642 -1.155
H: -3.411 -1.570 0.700
H: -2.455 -1.446 -1.234
H: -1.212 -1.768 0.642
H: 1.327 -0.707 0.990

Atomic partial charges in e from the Mulliken method, atoms 1 to 8: N -0.48; Si 0.52; Si 0.42; Si -0.01; H 0.26; H 0.25; H -0.13; H -0.12

(5)
# C18H14BBrF4IrN3O2

C18H14BBrF4IrN3O2 as an isolated structure (ωB97M-V/def2-TZVPD, the OMol25 dataset).

Properties
Energy relative to the best compared isomer or geometry (same formula, charge and spin) ... 10.56 kcal per mole
2S+1 ... 2
F_max ... 1.04 eV/A
Expectation value of S² ... 0.755
LUMO level (spin up / spin down) ... -5.7922 / -6.5656 eV
Orbital gap (spin up / spin down) ... 6.600 / 5.709 eV
Total charge ... +1

Positions of all 44 atoms, in Å:
Ir: -0.951 -0.262 0.135
Br: 0.000 0.764 3.287
C: 1.168 -0.267 2.260
C: 2.383 -0.645 2.818
C: 3.226 -1.494 2.125
C: 2.831 -1.964 0.879
C: 1.635 -1.531 0.373
N: 0.830 -0.677 1.032
C: 1.077 -2.017 -0.924
O: 1.649 -2.775 -1.642
O: -0.135 -1.513 -1.135
H: 2.631 -0.281 3.804
H: 4.167 -1.798 2.562
H: 3.408 -2.663 0.289
C: 0.936 2.048 -0.478
N: -0.341 1.654 0.127
C: -1.192 2.543 0.579
C: -2.393 2.051 1.081
C: -3.551 2.507 1.691
C: -4.345 1.375 1.928
C: -3.659 0.260 1.470
N: -2.473 0.661 0.947
C: 1.166 1.285 -1.753
C: 2.416 0.758 -2.046
C: 2.608 0.030 -3.212
C: 1.549 -0.194 -4.075
C: 0.295 0.330 -3.786
C: 0.114 1.077 -2.636
H: 0.881 3.122 -0.671
H: 1.748 1.877 0.233
H: -0.922 3.592 0.537
H: -3.791 3.530 1.934
H: -5.319 1.363 2.388
H: -3.948 -0.778 1.480
H: 3.244 0.916 -1.363
H: 3.583 -0.383 -3.435
H: 1.698 -0.783 -4.970
H: -0.538 0.150 -4.451
H: -0.858 1.520 -2.443
F: -2.493 -1.897 -0.118
B: -2.195 -2.780 1.030
F: -1.378 -1.840 1.825
F: -3.344 -3.057 1.687
F: -1.419 -3.813 0.640

Atomic partial charges in e from the Mulliken method, atoms 1 to 8: Ir 1.01; Br 0.03; C 0.26; C -0.67; C -0.52; C -0.77; C 0.51; N 0.09

(6)
# C2H7S3

A 2-piece molecular cluster, C2H7S3 overall (ωB97M-V/def2-TZVPD, the OMol25 dataset).

Properties
Energy relative to the best compared isomer or geometry (same formula, charge and spin) ... 16.76 kcal per mole
2S+1 ... 1
F_max ... 2.23 eV/A
LUMO level ... 3.5502 eV
Orbital gap ... 6.035 eV
Total charge ... -1

Positions of all 12 atoms, in Å:
C: 0.222 -0.462 -2.715
S: 1.328 0.705 -1.914
H: -0.092 -1.318 -2.032
H: -0.527 0.201 -3.158
H: 0.906 -0.928 -3.422
C: -2.272 -0.610 1.010
S: -0.934 0.569 1.547
S: 0.776 -0.625 1.400
H: -3.160 0.039 0.766
H: -2.422 -1.131 1.948
H: -2.150 -1.302 0.198
H: 1.023 0.480 -0.594

Atomic partial charges in e from the Mulliken method, atoms 1 to 8: C -0.62; S -0.25; H 0.23; H 0.21; H 0.23; C -0.76; S -0.17; S -0.64

(7)
# CH5FSi

A 2-piece molecular cluster, CH5FSi overall (ωB97M-V/def2-TZVPD, the OMol25 dataset).

Properties
Energy relative to the best compared isomer or geometry (same formula, charge and spin) ... 89.75 kcal per mole
2S+1 ... 1
F_max ... 2.81 eV/A
LUMO level (spin up / spin down) ... -0.5254 / -0.2181 eV
Orbital gap (spin up / spin down) ... 8.393 / 7.306 eV
Total charge ... 0

Positions of all 8 atoms, in Å:
C: -2.011 -0.829 0.105
F: -2.650 0.290 -0.224
Si: 1.238 -0.551 0.089
H: -2.167 -1.238 1.169
H: -2.238 -1.543 -0.699
H: 1.065 -0.899 1.502
H: 1.252 0.466 -1.002
H: 2.486 -1.442 -0.279

Population analysis type Mulliken, resulting atomic charges in e: C -0.35; F -0.21; Si 0.19; H 0.25; H 0.24; H -0.04; H -0.02; H -0.06

(8)
# C3H4N2O2

A single C3H4N2O2 molecule (ωB97M-V/def2-TZVPD, the OMol25 dataset).

Properties
Energy relative to the best compared isomer or geometry (same formula, charge and spin) ... 126.59 kcal per mole
2S+1 ... 1
F_max ... 1.35 eV/A
LUMO level (spin up / spin down) ... -1.5384 / -1.1652 eV
Orbital gap (spin up / spin down) ... 7.755 / 8.179 eV
Total charge ... 0

Positions of all 11 atoms, in Å:
C: 1.158 1.117 0.379
N: 0.306 0.119 0.136
N: 0.557 -0.720 -0.855
C: -0.548 -1.307 -1.446
O: -1.708 -0.978 -1.328
C: -0.709 0.224 1.212
O: -1.785 -0.252 1.334
H: 1.614 1.176 1.362
H: 1.569 1.671 -0.442
H: -0.234 1.087 1.748
H: -0.220 -2.138 -2.099

Atomic partial charges in e from the Mulliken method, atoms 1 to 8: C -0.50; N 0.63; N -0.81; C 0.16; O -0.50; C 0.16; O -0.36; H 0.32

no.,energy (Ha)
1,-1117.858383
2,-285.360960
3,-4914.624367
4,-928.506788
5,-4111.670639
6,-1274.984607
7,-430.257652
8,-376.562069